This record from OMol25 describes 8 unconnected molecules or ions with the total composition C21H47N5O17S3 in a non-equilibrium geometry. The level of theory is ωB97M-V with the def2-TZVPD basis set.

Last column: Löwdin charge in e.
Positions of all 93 atoms, in Å:
S (-1.7914, -1.6653, -7.5119)  0.79
S (-7.6266, -1.3807, -0.5955)  0.73
S (-3.8715, 4.7817, -0.9995)  0.76
O (-3.2228, -2.3976, -7.0608)  -0.23
O (-5.0925, 5.6943, -1.6600)  -0.20
O (4.3377, -1.3476, 6.7441)  0.09
O (-7.7355, -1.3255, 0.8599)  -0.24
O (-1.7282, -2.8692, -8.7201)  -0.22
O (-7.9228, 0.0641, -1.2713)  -0.22
O (1.3865, -1.6743, 0.9138)  0.08
O (-2.1042, -0.3759, -8.0692)  -0.23
O (-4.1772, 4.0713, 0.2504)  -0.24
O (-9.0379, -1.9869, -1.2120)  -0.21
O (-3.4728, -7.7187, 1.7761)  -0.02
O (-3.9481, 3.7936, -2.3028)  -0.22
O (7.5563, 0.2533, -1.8939)  0.04
O (7.0154, 5.0257, 4.2013)  0.01
O (-6.4368, -2.1016, -1.1252)  -0.26
O (-2.6069, 5.5432, -0.9610)  -0.26
O (-0.5983, -1.8186, -6.6041)  -0.27
N (4.8226, 0.5014, 5.7243)  0.00
N (5.4490, 6.3972, 3.1649)  0.00
N (0.5690, -0.1783, 2.2285)  0.01
N (-3.1605, -6.9412, 3.8781)  -0.01
N (6.3239, 0.3476, -3.8134)  0.00
C (3.8387, 0.6623, 7.8513)  -0.01
C (4.2843, 6.1034, 3.9906)  -0.07
C (6.6820, 5.8926, 3.3731)  -0.54
C (-5.2551, -8.0732, 3.4142)  -0.02
C (7.6560, 6.3018, 2.2669)  -0.01
C (5.4745, -0.0307, 4.5282)  -0.04
C (-0.5011, -0.6229, 0.0927)  0.01
C (7.4244, 0.0313, -3.0810)  -0.58
C (-5.2319, 5.4818, -3.0394)  -0.19
C (-3.0360, -3.8163, -7.0345)  -0.15
C (4.2787, -0.1795, 6.6879)  -0.67
C (-0.2658, 0.8666, 2.7086)  -0.09
C (-9.4934, -1.1052, -2.3137)  -0.11
C (-1.8731, -6.4202, 3.5799)  -0.10
C (-4.1470, 4.4776, -3.5116)  -0.18
C (0.5591, -0.8661, 1.1147)  -0.65
C (8.4390, -0.8370, -3.8213)  -0.01
C (-3.9340, -7.5831, 2.9637)  -0.50
C (-8.3290, -0.1057, -2.5671)  -0.21
C (-2.0901, -4.1458, -8.2561)  -0.18
C (5.0993, 0.9544, -3.1552)  -0.03
H (-9.5803, -1.6578, -3.2492)  0.12
H (-0.1025, 0.1830, -0.5235)  0.09
H (-4.9171, 6.4080, -3.5202)  0.13
H (-1.3556, -6.7034, 2.6633)  0.09
H (-0.4452, 1.7231, 2.0588)  0.08
H (5.0801, 1.4675, 5.8670)  0.14
H (5.0772, -1.0247, 4.3228)  0.09
H (-2.5960, -4.7488, -9.0100)  0.12
H (-8.6150, 0.8095, -3.0854)  0.14
H (7.9081, -1.4370, -4.5605)  0.07
H (-1.2448, 0.4154, 2.8705)  0.08
H (-3.4953, -6.5661, 4.7540)  0.14
H (3.6211, 0.0326, 8.7140)  0.08
H (-6.2138, 5.1434, -3.3700)  0.13
H (6.5527, 0.0018, 4.6845)  0.09
H (-5.7639, -7.7418, 4.3194)  0.08
H (2.8530, 0.9908, 7.5221)  0.08
H (4.4240, 1.5071, 8.2143)  0.08
H (-4.0800, -4.1238, -7.0950)  0.13
H (-1.2456, -4.7607, -7.9448)  0.12
H (3.9079, 6.9364, 4.5843)  0.08
H (4.7533, 1.8147, -3.7282)  0.07
H (-7.3763, -0.3364, -3.0438)  0.13
H (-3.2098, 4.8778, -3.8985)  0.13
H (-1.3921, -0.1639, 0.5211)  0.06
H (-5.1312, -9.1441, 3.5749)  0.09
H (6.3141, 0.0664, -4.7834)  0.12
H (1.1917, -0.6542, 2.8656)  0.15
H (8.9128, -1.5852, -3.1857)  0.08
H (8.5925, 5.7460, 2.3144)  0.08
H (-5.9410, -8.0946, 2.5674)  0.09
H (-10.4650, -0.7139, -2.0122)  0.13
H (7.9914, 7.3331, 2.3762)  0.08
H (-0.8367, -1.4855, -0.4830)  0.09
H (-4.5102, 3.8529, -4.3276)  0.13
H (-1.1828, -6.4533, 4.4228)  0.08
H (0.1084, 1.3835, 3.5923)  0.09
H (4.3682, 0.1485, -3.2193)  0.08
H (7.1507, 6.0825, 1.3264)  0.08
H (4.3897, 5.2681, 4.6829)  0.08
H (5.3729, 7.1464, 2.4919)  0.14
H (9.0995, -0.1109, -4.2951)  0.08
H (5.3179, 1.3942, -2.1821)  0.08
H (-2.5395, -4.0192, -6.0856)  0.12
H (-1.9357, -5.3387, 3.4589)  0.08
H (5.2415, 0.6668, 3.7236)  0.08
H (3.4411, 5.7864, 3.3769)  0.08

Cartesian forces (eV/Å) of the 6 atoms listed first:
S 1.014 -2.225 0.175
S 0.761 -2.086 1.346
S 1.618 0.189 0.544
O 1.803 2.033 0.639
O 0.600 -0.589 2.021
O -0.927 -4.988 -0.012

Properties
* Kohn-Sham gap: 9.01 eV
* HOMO energy: -9.101 eV
* ΔE to the lowest compared entry with this formula, charge and spin: 116.83 kcal/mol